(1)
C4H9NOS2 in the gas phase. Source: the OMol25 dataset; level of theory: ωB97M-V/def2-TZVPD.

Properties
ΔE to the lowest compared entry with this formula, charge and spin: 1.9 kJ/mol
LUMO level: 0.47 eV
multiplicity: 1
structure (SMILES): CC(=O)NCCSS

Each line ends with the natural charge from an NBO analysis.
Geometry (Å):
C1 -1.08184 -0.61624 -2.35043  -0.725
C2 0.34725 -0.73775 -1.89716  0.678
O1 1.26735 -0.73038 -2.69046  -0.609
N1 0.59294 -0.93515 -0.55221  -0.624
C3 -0.23212 -0.43519 0.53248  -0.233
C4 0.19700 0.94159 1.03836  -0.551
S1 1.63039 0.88245 2.16147  0.089
S2 0.81293 0.80309 4.00175  -0.128
H1 -1.18591 -1.22424 -3.24131  0.249
H2 -1.33858 0.39922 -2.63237  0.239
H3 -1.80341 -1.00508 -1.63445  0.212
H4 1.59392 -0.94341 -0.40021  0.399
H5 -1.26838 -0.42190 0.20765  0.210
H6 -0.13668 -1.12613 1.36476  0.208
H7 0.50492 1.60509 0.23905  0.229
H8 -0.61506 1.42866 1.56328  0.234
H9 0.71527 2.11536 4.28982  0.123

(2)
9 unconnected molecules or ions with the total composition C48H94F8N10O16S8 in a non-equilibrium geometry. Source: the OMol25 dataset; level of theory: ωB97M-V/def2-TZVPD.

Properties
charge: +2
LUMO level: -8.12 eV
multiplicity: 1

Each line ends with the Mulliken charge.
Geometry (Å):
C1 9.10394 -3.57762 -4.60910  -0.870
N1 8.29679 -4.01475 -3.42796  -0.020
C2 7.08945 -3.51975 -3.12711  -0.270
C3 6.35840 -4.10794 -2.10549  -0.706
C4 6.85667 -5.10657 -1.28898  0.775
C5 8.19166 -5.52954 -1.56400  -0.802
C6 8.82904 -4.91482 -2.68623  -0.081
C7 6.01394 -5.86098 -0.30660  1.043
C8 6.20015 -7.25181 -0.16637  -0.688
C9 5.35086 -8.03561 0.70534  -0.383
N2 4.32363 -7.39919 1.36294  0.035
C10 4.18273 -6.06745 1.34991  -0.163
C11 4.93844 -5.35527 0.40656  -0.816
C12 3.48131 -8.19755 2.25578  -0.894
H1 8.69365 -2.60933 -4.89578  0.300
H2 8.87351 -4.32680 -5.36655  0.381
H3 10.17049 -3.50527 -4.39620  0.385
H4 6.67002 -2.74471 -3.75143  0.406
H5 5.31450 -3.85256 -1.99845  0.460
H6 8.66020 -6.32274 -1.00035  0.553
H7 9.78545 -5.27737 -3.03297  0.436
H8 6.92590 -7.76580 -0.77915  0.444
H9 5.46909 -9.10887 0.68244  0.429
H10 3.47299 -5.56093 1.98717  0.520
H11 4.80605 -4.28745 0.49947  0.477
H12 3.01810 -8.86021 1.52474  0.409
H13 2.73000 -7.49341 2.61328  0.295
H14 4.08793 -8.62067 3.05645  0.345
C13 -1.21028 -5.55837 -1.38514  -1.461
C14 -2.57089 -5.33969 -0.70188  -0.175
C15 -2.74878 -6.04594 0.70432  -0.744
N3 -4.16143 -5.82363 1.26570  0.172
C16 -4.22999 -6.71354 2.53674  -0.683
C17 -5.45243 -6.43082 3.51367  -0.695
C18 -5.40017 -4.96362 3.93514  -0.614
C19 -5.57902 -4.16294 2.64170  -0.685
C20 -4.37627 -4.30458 1.73031  -0.843
C21 -5.31356 -6.28086 0.31685  -1.033
H15 -0.38543 -5.00334 -0.93832  0.315
H16 -1.25311 -5.31917 -2.44771  0.383
H17 -0.88039 -6.59485 -1.31455  0.363
H18 -3.22057 -5.61318 -1.53328  0.309
H19 -2.72671 -4.27233 -0.54516  0.309
H20 -1.99644 -5.56510 1.32952  0.363
H21 -2.44312 -7.09072 0.64844  0.539
H22 -3.28347 -6.57844 3.06014  0.474
H23 -4.27114 -7.78506 2.34118  0.399
H24 -5.30152 -7.06557 4.38683  0.399
H25 -6.39074 -6.64546 3.00220  0.294
H26 -4.42812 -4.77200 4.38957  0.323
H27 -6.21273 -4.78528 4.63944  0.355
H28 -5.63860 -3.10368 2.89175  0.388
H29 -6.51136 -4.38547 2.12274  0.341
H30 -3.50467 -3.88751 2.23476  0.472
H31 -4.48282 -3.81723 0.76117  0.534
H32 -6.18905 -6.39452 0.95613  0.417
H33 -4.90152 -7.15474 -0.18779  0.308
H34 -5.43888 -5.43825 -0.36316  0.475
C22 -0.50632 1.48195 -6.42135  -1.293
C23 -0.21208 0.28728 -7.34848  -0.288
C24 -0.89267 0.47120 -8.70529  -0.791
N4 -0.56545 -0.54081 -9.87390  0.069
C25 -1.18322 0.09038 -11.17431  -0.545
C26 -1.20465 -0.92998 -12.37057  -0.787
C27 -1.82814 -2.27340 -12.05387  -0.590
C28 -1.31479 -2.87171 -10.80628  -0.703
C29 -1.36940 -1.88440 -9.57167  -0.571
C30 0.96859 -0.77907 -10.12357  -0.990
H35 0.25661 2.24951 -6.55131  0.334
H36 -0.38718 1.13895 -5.39361  0.383
H37 -1.52251 1.85580 -6.54666  0.387
H38 -0.60063 -0.67397 -7.01214  0.352
H39 0.83818 0.00722 -7.42986  0.233
H40 -0.68541 1.49800 -9.00667  0.407
H41 -1.95861 0.46617 -8.47759  0.406
H42 -2.20387 0.12361 -10.79319  0.419
H43 -0.64546 1.02852 -11.31145  0.487
H44 -1.53506 -0.53302 -13.33045  0.427
H45 -0.16600 -1.15592 -12.61196  0.309
H46 -2.88504 -2.06441 -11.88840  0.286
H47 -1.75571 -2.87332 -12.96103  0.384
H48 -1.93284 -3.75387 -10.63924  0.397
H49 -0.26806 -3.17577 -10.80520  0.322
H50 -2.40427 -1.63324 -9.33917  0.460
H51 -0.99560 -2.35141 -8.66049  0.366
H52 0.91448 -1.54235 -10.89984  0.534
H53 1.49900 -1.15639 -9.24928  0.264
H54 1.34584 0.22452 -10.32001  0.331
C31 -1.22176 5.37393 6.63506  -1.372
C32 -2.78132 5.31589 6.78606  -0.244
C33 -3.44305 6.30933 5.84743  -0.611
N5 -4.94361 6.32727 6.00275  0.059
C34 -5.44051 7.24155 4.83919  -0.532
C35 -6.88772 7.47100 4.94225  -0.608
C36 -7.24979 8.19063 6.17821  -0.678
C37 -6.95982 7.20321 7.33684  -0.784
C38 -5.45485 6.86292 7.36485  -0.697
C39 -5.61475 4.91097 5.78628  -1.054
H55 -0.83834 4.62350 7.32640  0.373
H56 -0.83099 6.32353 7.00065  0.388
H57 -0.85783 5.43259 5.60928  0.382
H58 -3.00204 5.69593 7.78353  0.288
H59 -3.23384 4.33429 6.64537  0.378
H60 -3.47030 6.02717 4.79494  0.437
H61 -3.07663 7.29373 6.13864  0.255
H62 -4.88677 8.18041 4.83437  0.386
H63 -5.25562 6.70428 3.90900  0.473
H64 -7.20006 8.03366 4.06250  0.386
H65 -7.45116 6.54214 4.85365  0.234
H66 -6.63861 9.08526 6.29742  0.298
H67 -8.29596 8.49302 6.22480  0.401
H68 -7.24153 7.51164 8.34363  0.422
H69 -7.61753 6.33450 7.30753  0.359
H70 -4.83959 7.73088 7.60190  0.415
H71 -5.23018 6.05980 8.06672  0.476
H72 -5.45092 4.25787 6.64344  0.360
H73 -5.12417 4.48954 4.90889  0.405
H74 -6.66985 4.98727 5.52352  0.405
C40 5.88562 7.69532 3.86167  -1.360
C41 6.60444 6.43213 3.20004  -0.341
C42 6.84440 6.69837 1.67375  -0.807
N6 7.76204 5.63660 0.91000  -0.282
C43 7.26690 4.21156 1.41683  -0.738
C44 5.92918 3.81479 0.71242  -0.622
C45 6.03584 3.96738 -0.83442  -0.609
C46 6.43628 5.30363 -1.31139  -0.624
C47 7.73401 5.83930 -0.62354  -0.590
C48 9.21500 5.90461 1.47830  -0.915
H75 5.76526 7.63480 4.94332  0.360
H76 4.98084 7.97918 3.32419  0.363
H77 6.46597 8.59050 3.63821  0.370
H78 5.86554 5.63215 3.24642  0.326
H79 7.48833 6.15576 3.77490  0.340
H80 7.45217 7.58697 1.50311  0.451
H81 5.99132 6.73290 0.99614  0.614
H82 7.34423 4.20856 2.50408  0.512
H83 7.96161 3.52571 0.93198  0.455
H84 5.17637 4.42434 1.21226  0.340
H85 5.86965 2.74324 0.90301  0.379
H86 5.06470 3.69470 -1.24749  0.348
H87 6.77065 3.19737 -1.06947  0.283
H88 5.55011 5.93789 -1.33441  0.394
H89 6.65549 5.19177 -2.37325  0.387
H90 8.07966 6.85957 -0.78992  0.380
H91 8.49752 5.12086 -0.92187  0.386
H92 9.44762 6.96137 1.34698  0.373
H93 9.69412 5.13697 0.87063  0.477
H94 9.32168 5.59839 2.51895  0.350
N7 0.06758 -1.44212 2.54834  -0.238
S1 -0.00625 -0.03088 1.67486  1.037
O1 1.18674 0.07277 0.77243  -0.644
O2 -0.52870 1.17270 2.24673  -0.452
F1 -1.14142 -0.51469 0.61972  -0.252
S2 0.00294 -0.81959 3.90999  1.069
O3 -1.33044 -0.31970 4.43757  -0.616
O4 1.16062 -0.10389 4.38349  -0.642
F2 0.18122 -2.06845 4.80450  -0.259
N8 -8.23083 -0.68052 -3.74758  -0.280
S3 -6.61955 -0.74403 -4.07267  1.073
O5 -6.17363 0.00719 -5.24004  -0.584
O6 -5.89431 -1.94807 -3.69516  -0.535
F3 -6.17833 0.20657 -2.87431  -0.269
S4 -8.41385 -2.06001 -4.37252  1.110
O7 -8.38058 -3.15468 -3.36479  -0.587
O8 -8.07217 -2.33828 -5.82058  -0.585
F4 -10.04997 -1.84411 -4.66423  -0.344
N9 -1.63370 -7.53527 11.37867  -0.304
S5 -1.72549 -9.06229 11.27245  1.154
O9 -0.42559 -9.73275 11.25384  -0.593
O10 -2.95712 -9.61383 10.78829  -0.575
F5 -1.95785 -9.37885 12.87536  -0.334
S6 -0.91548 -7.28765 9.87471  1.113
O11 -1.29826 -8.17674 8.82093  -0.554
O12 0.39076 -6.62686 9.80566  -0.608
F6 -1.76775 -5.99202 9.37963  -0.300
N10 -2.21256 8.84453 -2.05213  -0.185
S7 -1.44190 7.72978 -1.54739  1.018
O13 -0.08699 7.51483 -2.10760  -0.599
O14 -2.13573 6.52092 -0.99199  -0.635
F7 -1.05523 8.38150 -0.14441  -0.306
S8 -2.02325 8.58182 -3.69240  1.103
O15 -2.40308 7.29372 -4.19195  -0.522
O16 -0.82321 9.20572 -4.34846  -0.564
F8 -3.24559 9.61927 -4.23140  -0.310

(3)
A molecular structure, C12H30IO7P2PdSb. Source: the OMol25 dataset; level of theory: ωB97M-V/def2-TZVPD.

Properties
charge: +2
ΔE to the lowest compared entry with this formula, charge and spin: 0.0 kJ/mol
LUMO level: -6.37 eV
multiplicity: 1

Each line ends with the natural charge from an NBO analysis.
Geometry (Å):
Pd1 1.52261 1.48299 -0.20283  0.628
C1 2.58224 -0.79806 2.29355  -0.649
C2 1.35820 -1.51477 1.71570  -0.476
O1 0.99776 -2.67565 2.46334  -0.734
P1 1.64150 -1.89897 -0.03500  2.410
O2 2.92662 -2.80039 -0.03483  -0.987
O3 0.44752 -2.77535 -0.55938  -0.973
O4 1.75464 -0.60978 -0.75544  -1.142
P2 -0.13078 -0.41040 1.81107  2.399
O5 -0.74123 -0.74270 3.21472  -0.978
O6 -1.19345 -0.89596 0.74430  -1.135
O7 0.16871 1.02871 1.58839  -1.127
H1 3.44450 -1.46465 2.25707  0.250
H2 2.39425 -0.51494 3.33020  0.248
H3 2.81444 0.10573 1.73221  0.247
H4 1.78836 -3.06001 2.86665  0.508
H5 3.42564 -2.90023 -0.85871  0.550
H6 0.43659 -3.70088 -0.27544  0.540
H7 -0.40220 -1.57099 3.59826  0.551
C3 -4.51927 -1.28234 2.05809  -0.637
C4 -4.28440 -1.19089 0.55156  -0.527
C5 -3.92623 -2.53891 -0.06767  -0.636
Sb1 -2.74125 0.22427 0.15961  2.087
C6 -2.38200 0.44661 -1.93745  -0.518
C7 -1.47906 -0.65515 -2.47819  -0.637
C8 -3.74479 0.48218 -2.63605  -0.638
C9 -3.11420 2.12604 1.10377  -0.473
C10 -4.59665 2.36428 0.80119  -0.652
C11 -2.78793 2.23758 2.58320  -0.642
H8 -5.34762 -1.96650 2.24720  0.252
H9 -4.77841 -0.32390 2.50824  0.218
H10 -3.64157 -1.67951 2.57190  0.220
H11 -5.16288 -0.77277 0.05247  0.249
H12 -3.01334 -2.94804 0.36662  0.220
H13 -3.80707 -2.48729 -1.15020  0.220
H14 -4.73672 -3.23999 0.13761  0.251
H15 -1.89744 1.42162 -2.03875  0.239
H16 -1.88805 -1.64822 -2.28831  0.218
H17 -0.47364 -0.62171 -2.06133  0.233
H18 -1.40174 -0.53308 -3.56010  0.246
H19 -4.27247 -0.46780 -2.53367  0.219
H20 -3.58436 0.65074 -3.70168  0.255
H21 -4.39543 1.28118 -2.27842  0.220
H22 -2.49961 2.80292 0.50626  0.239
H23 -5.23867 1.70008 1.38077  0.226
H24 -4.85291 2.26642 -0.25594  0.220
H25 -4.84167 3.38784 1.09016  0.264
H26 -3.38942 1.54988 3.17839  0.221
H27 -3.04351 3.24958 2.90413  0.248
H28 -1.73562 2.06758 2.79379  0.242
I1 3.21196 3.20653 -1.20573  0.379
C12 1.58500 3.43177 0.07627  -0.605
H29 0.77064 3.97146 -0.39942  0.219
H30 1.86273 3.79912 1.05826  0.231

no.,HOMO-LUMO gap (eV)
1,9.87
2,1.48
3,8.75